Entry 1:
This record from the Open Molecules 2025 dataset describes a cluster of 11 separate species, C52H76B2ClF5N13O6P2S in total in a non-equilibrium geometry. The level of theory is ωB97M-V with the def2-TZVPD basis set.

Structure (XYZ):
```
158
Properties=species:S:1:pos:R:3:forces:R:3
Cl 5.8925 3.4573 -0.8432 -1.26 -0.34 -1.12
S -0.7159 -1.7239 -1.5704 -1.28 -0.78 10.00
P -0.8540 0.0440 -2.8523 -0.73 4.54 -1.57
P 3.1784 -1.3337 -3.8970 -1.18 -2.53 -2.92
F -0.5128 -4.3460 -1.2486 1.13 3.04 -3.02
F -0.0120 -3.3026 -4.8910 -2.72 -1.82 4.66
F 1.4197 -3.4740 -2.2453 -4.49 1.07 -0.35
F -0.1113 -5.3158 -3.6812 -1.52 4.42 -0.07
F -2.1066 -4.0678 -3.7516 5.24 1.27 0.24
O -2.0946 -2.0716 -0.8811 4.01 0.16 -3.53
O 0.4080 0.6099 -1.7304 3.16 0.71 -3.25
O 0.2443 -1.4136 -0.3483 -2.05 -1.89 -3.97
O 0.3543 -0.4752 -4.0264 3.43 -0.41 0.33
O -0.2598 2.9425 -3.6073 -0.32 -2.18 0.48
O -3.7483 -0.8488 -3.0841 2.81 -1.83 -1.61
N 2.4486 1.4109 7.5309 0.30 0.05 -0.02
N 3.8102 -1.7870 9.6454 0.01 -0.36 0.15
N 2.4191 3.4139 -8.2804 -0.04 0.17 -0.04
N -1.5871 1.4407 2.2970 0.02 0.13 0.11
N 6.1686 3.7328 3.6223 -0.07 0.02 0.06
N 2.8465 -2.4352 -5.0793 0.76 0.62 2.52
N -4.9117 -4.9207 2.5545 -0.11 -0.11 0.29
N -1.6958 -0.4154 8.0939 0.08 0.05 0.05
N 1.2804 6.2541 -6.9180 -0.09 0.12 0.06
N -9.0499 -3.5937 1.4056 -0.16 0.04 0.00
N 0.2129 -10.0054 -2.5414 0.05 -0.10 -0.04
N -1.4159 1.6708 -5.4203 1.32 1.10 0.91
N -1.9914 0.5646 -1.6396 1.03 1.08 2.86
C 0.0378 -8.0217 -1.5537 0.16 0.14 -0.37
C 1.2824 6.2498 -5.5474 0.05 0.05 -0.01
C 5.6773 4.6100 4.5538 0.01 0.11 0.13
C -1.4362 2.7897 2.1070 -0.04 -0.06 0.01
C -1.2117 0.6134 7.3286 0.05 -0.07 -0.14
C 2.6243 -2.4698 9.7243 0.08 0.06 0.02
C 1.7538 0.0026 -3.8457 -0.47 1.62 0.62
C -1.9966 1.2071 3.5840 0.02 -0.01 -0.06
C 3.3348 1.6945 6.5244 0.00 -0.02 0.01
C -11.1957 -3.0137 1.4046 0.13 0.29 0.21
C -0.3164 -9.0235 -0.6188 -0.02 -0.41 0.04
C 0.3835 8.1816 -6.2690 -0.02 0.04 -0.38
C 4.4102 2.8288 -1.8148 -0.07 -0.43 -1.19
C 0.7340 7.4374 -5.1172 0.16 -0.31 0.19
C -9.9409 -2.6451 1.8355 -0.01 -0.04 0.03
C -3.7123 -4.3440 2.2266 0.01 0.07 -0.19
C 2.7457 -3.4205 10.7129 -0.28 0.07 -0.20
C -0.0811 -3.2888 -2.2539 1.95 -5.28 1.19
C -11.0560 -4.2247 0.6854 0.20 -0.29 -0.14
C -4.9786 -4.4969 0.3734 -0.30 -0.14 0.14
C 1.6426 3.3116 -9.4052 -0.12 0.02 -0.08
C 4.0522 -3.3106 11.2459 0.34 0.11 0.05
C 4.6988 5.0279 2.5718 0.13 -0.26 -0.29
C -0.1966 -10.2391 -1.2544 -0.07 -0.06 0.13
C -3.7279 -4.0675 0.8778 0.38 0.01 0.30
C 3.6029 4.2672 -9.9571 0.27 0.06 0.29
C -1.8724 0.0213 9.3811 -0.04 0.06 0.07
C 4.4083 1.1912 -1.7557 0.34 -0.35 0.62
C -3.9163 2.2670 -2.4079 0.27 -0.44 0.32
C 4.6888 -2.2965 10.5657 -0.09 0.02 -0.04
C 3.1399 1.1755 8.6907 -0.21 0.04 0.00
C 0.7293 7.4260 -7.3669 0.02 0.02 -0.01
C -2.1164 2.4226 4.2197 -0.03 -0.31 0.16
C -2.4075 -1.3257 -5.2963 -0.27 0.65 -1.23
C -1.0865 1.7220 8.1358 0.14 -0.08 -0.35
C 2.2969 0.5398 -6.5107 0.47 1.27 3.58
C 4.6070 1.6308 7.0473 -0.13 0.08 -0.41
C 0.3638 -8.6565 -2.7314 -0.02 0.17 0.03
C 3.6184 3.9907 -8.6084 0.13 0.09 -0.02
C -1.7622 3.4244 3.2847 0.14 0.13 -0.34
C 2.9582 0.5258 -1.3117 -0.23 0.13 1.04
C -1.5043 1.3470 9.4350 -0.12 -0.32 0.33
C 2.4038 0.9612 -5.0612 -1.84 -1.46 -3.42
C 2.3521 3.8378 -10.4615 -0.35 -0.16 0.07
C -0.6091 -3.8812 -3.6676 0.20 -3.67 -2.71
C 4.7646 5.4291 3.9275 0.16 -0.06 0.39
C 1.7490 0.7543 -2.3906 0.21 1.89 0.40
C -9.7200 -4.5580 0.6987 0.01 -0.02 0.05
C 5.5737 3.9768 2.4118 0.05 -0.09 -0.05
C -2.5231 1.9253 -1.5443 -2.49 1.61 2.22
C 4.4838 1.3019 8.4183 -0.11 -0.10 0.28
C -5.6882 -5.0231 1.4298 -0.20 0.06 -0.09
B -2.4034 -0.7196 -3.7567 -2.92 -2.28 -1.27
B -0.8434 1.6396 -3.9806 0.08 3.09 -0.86
H 4.0064 -1.0269 9.0072 -0.08 -0.10 0.11
H -8.0536 -3.5832 1.5817 -0.21 0.02 -0.15
H 2.9084 1.9677 -4.7360 -0.13 -2.52 -0.54
H 6.8609 3.0169 3.8004 -0.30 0.29 -0.09
H -3.0471 -0.5418 -5.9325 1.30 -1.57 1.36
H 1.4420 1.3809 7.4331 0.17 -0.01 0.11
H 0.6878 -8.2647 -3.6863 -0.08 0.00 0.18
H 1.9434 1.8878 -2.7116 -0.78 -1.98 0.84
H -1.4212 0.7289 1.5974 0.00 0.12 0.20
H 2.1497 3.1105 -7.3536 0.09 -0.16 -0.25
H 1.6301 5.5088 -7.5061 -0.09 0.23 0.10
H -2.1570 2.4061 -5.4376 0.76 -0.64 -0.03
H -1.1122 3.1814 1.1522 -0.07 -0.06 0.16
H -4.3538 3.2980 -2.0275 1.02 -2.07 -0.84
H -0.6133 2.0922 -5.9736 -1.29 -0.51 0.62
H 2.9853 1.9155 5.5248 0.10 -0.02 0.15
H -1.5329 1.9760 10.3153 0.00 -0.13 -0.15
H -2.9247 -3.6068 0.3173 -0.15 -0.04 0.07
H -2.9919 -2.3451 -5.4110 1.34 1.89 0.25
H 4.6174 3.1753 -2.9384 -0.60 -0.60 2.65
H -2.2451 -0.6466 10.1462 0.06 0.15 -0.11
H 4.8211 0.8052 -2.7790 -0.92 0.66 1.89
H 4.4829 -3.9076 12.0393 -0.06 0.10 -0.13
H -3.7388 2.3180 -3.5621 -0.35 -0.06 2.08
H 6.0195 4.5774 5.5795 -0.10 0.04 -0.16
H -1.7775 2.8382 -1.4994 -1.16 -1.67 -0.71
H -2.9530 -4.1789 2.9793 -0.10 -0.02 -0.17
H -3.9768 -1.8250 -3.2617 0.15 2.24 0.15
H 5.5249 1.8033 6.5003 -0.18 -0.02 0.07
H 0.0546 -6.9527 -1.3857 -0.02 -0.17 -0.07
H 5.2092 0.8571 -0.9358 -1.84 0.77 -1.80
H -11.8447 -4.7918 0.2082 0.15 0.09 0.06
H 3.4506 3.3469 -1.3908 1.96 -1.10 -0.72
H 2.8282 -3.3500 -4.5764 -0.21 0.75 -0.67
H 4.4061 4.7279 -10.5176 -0.13 -0.08 0.12
H 4.3778 4.1558 -7.8556 -0.11 -0.01 -0.15
H -0.3685 -11.2475 -0.9024 0.01 0.18 -0.04
H 0.5996 7.7350 -4.0854 0.02 -0.08 -0.17
H -5.1811 -5.2242 3.4813 0.11 0.10 -0.41
H -2.1685 0.1987 3.9361 -0.02 0.17 -0.08
H 0.6537 2.8757 -9.3574 0.17 0.07 -0.03
H -2.4251 2.5718 5.2463 0.03 -0.05 -0.15
H -9.6070 -1.7919 2.4108 -0.08 -0.14 -0.11
H -0.7314 2.6954 7.8229 -0.10 -0.12 0.00
H 5.6885 -1.8938 10.6587 -0.17 -0.09 0.00
H 2.6363 1.1290 -0.3319 0.52 -1.28 -2.17
H 5.2884 1.1724 9.1305 -0.12 0.06 -0.06
H -0.6251 -8.8744 0.4079 0.05 -0.03 -0.18
H -12.1127 -2.4687 1.5878 0.17 -0.07 -0.03
H -0.0727 9.1628 -6.2947 0.07 -0.17 -0.01
H 4.0793 5.4589 1.7959 0.12 -0.10 0.11
H -0.9997 0.4694 6.2776 -0.07 0.11 0.12
H 0.0514 2.9880 -2.6637 -0.54 -0.46 -1.32
H 3.0652 -0.6004 -0.9298 -0.20 2.52 -1.06
H -4.7079 1.4059 -2.1811 1.88 1.89 -0.57
H 1.9764 -4.1185 11.0170 0.12 0.12 -0.06
H -2.9755 1.9655 -0.4275 0.97 -0.04 -2.33
H -1.3450 -1.3301 -5.8127 -2.27 -0.26 1.10
H -5.3241 -4.4306 -0.6501 0.07 -0.01 0.16
H -9.1905 -5.3973 0.2682 -0.11 0.14 0.05
H -1.5070 0.4312 -0.6991 -1.09 0.03 -1.55
H 2.6179 0.9374 9.6078 0.09 0.05 -0.13
H -6.6771 -5.4589 1.4775 0.15 -0.04 -0.02
H 2.0067 3.9040 -11.4850 0.04 -0.03 0.18
H 3.2315 0.6768 -7.2076 -2.27 0.51 1.23
H 5.8242 3.3839 1.5422 -0.13 0.19 0.35
H 1.7973 -2.2205 9.0729 0.13 -0.04 0.12
H 3.4137 -1.9333 -2.6100 -0.09 0.71 -0.53
H 0.3788 -10.7172 -3.2411 -0.07 0.32 0.30
H -1.8913 -1.3506 7.7612 0.09 0.37 0.11
H 1.3241 0.0626 -6.9659 2.40 0.15 1.43
H 1.6743 5.4050 -4.9970 -0.13 0.13 -0.04
H 4.2057 6.2284 4.3966 0.10 -0.15 -0.05
H 4.4168 -0.6864 -4.3128 -1.02 0.23 0.92
H 0.6318 7.6220 -8.4264 0.01 -0.02 0.19
H -1.7454 4.4935 3.4527 0.00 -0.17 -0.05
```
Positions in Å, forces in eV/Å.

## Properties
Multiplicity: 1
Strongest force on any atom: 10.11 eV/A
Gap between HOMO and LUMO: 7.272 eV
Lowest unoccupied orbital energy: 0.05961 hartree
Net charge: -1


Entry 2:
This record from the Open Molecules 2025 dataset describes a cluster of 13 separate species, C52H77N9O8S4 in total in a non-equilibrium geometry. The level of theory is ωB97M-V with the def2-TZVPD basis set.

Structure (XYZ):
```
150
Properties=species:S:1:pos:R:3:forces:R:3
S -2.2763 4.3649 -2.9474 -2.40 2.63 1.51
S -0.4825 -1.2872 -1.0715 1.47 1.20 1.88
S 3.9654 -3.5634 2.3211 0.26 -1.33 -0.19
S 3.6914 0.2756 3.5500 0.23 -1.11 2.76
O 4.7389 -2.6005 1.5182 -1.06 -0.73 1.02
O 2.8939 -0.7178 4.2947 0.80 1.20 -1.09
O -1.0635 3.6750 -3.1817 1.95 -0.72 -0.57
O -3.0982 4.8961 -4.0349 1.05 -0.70 0.78
O -0.9256 -1.5529 -2.4188 -0.11 -0.14 -0.23
O 3.2364 0.7699 2.3018 -0.78 0.49 -1.65
O 4.3806 -3.8436 3.7095 -0.69 0.71 -1.79
O -0.8880 -2.2217 -0.0210 0.31 0.46 -0.79
N -0.7278 4.9771 3.4150 -0.49 0.28 0.66
N 2.2082 6.9635 -2.8913 -0.65 -1.09 0.66
N -2.1875 -0.0709 -4.4780 -0.19 1.54 0.46
N -2.7703 -3.1655 3.1101 1.54 0.48 1.51
N -4.5376 0.0696 0.7929 -0.83 0.91 -1.06
N -3.4172 -5.4536 -3.9678 -0.12 1.12 -0.80
N 1.0969 -4.3729 -3.2887 -0.28 -0.94 -0.02
N -3.3627 0.0537 3.8122 -0.35 -0.20 0.34
N 5.1592 -1.5097 -4.4310 -0.45 -0.35 0.17
C -1.5613 -2.4610 3.1450 -0.54 -0.33 0.39
C -2.3578 5.0937 -0.3152 0.95 1.37 1.26
C 0.4544 1.2906 -0.5155 -0.57 -1.31 -0.97
C 4.5369 0.5002 -3.5891 -1.27 -0.63 0.47
C -4.6499 -0.6082 -1.3616 0.40 0.56 1.06
C -3.1439 -3.3846 4.4136 0.05 1.31 1.12
C -0.6069 3.6473 3.6326 1.62 -1.36 -0.33
C 1.5279 0.2517 -0.2150 0.36 0.61 1.26
C -4.8267 1.6478 3.5634 -2.12 -0.09 0.64
C 1.8770 -6.1460 -2.1225 -0.48 0.59 -0.83
C 1.3457 -1.0165 -1.0298 -0.60 0.50 -0.33
C -2.2389 -2.7049 5.2721 -1.78 -1.64 -0.10
C -1.2317 -2.1963 4.4943 0.85 0.41 -3.12
C 3.9007 -5.1423 1.3411 -0.86 0.74 -0.94
C 0.7699 -5.5994 -2.7382 -1.01 0.69 0.22
C -2.1284 1.2582 -4.7918 1.70 1.62 -0.82
C -2.5639 -4.7815 -2.0371 -0.79 1.13 1.86
C 4.6316 -0.2600 -4.6941 1.57 -0.23 -3.59
C 4.7165 -0.4420 -2.5795 1.84 -1.89 2.50
C 1.8160 7.0260 -0.6839 0.30 -0.98 0.28
C 5.2065 -1.6628 -3.0936 -1.35 2.10 1.36
C 2.8950 -5.2074 -2.3355 1.11 1.44 -1.19
C -2.7382 1.1255 3.2697 2.08 0.14 -0.18
C 2.1105 -3.3042 2.1883 0.36 -0.22 0.59
C -2.7221 -4.4804 -3.3232 2.01 1.52 -2.84
C -5.5057 0.5168 -1.1612 -0.74 0.08 0.08
C 6.0848 0.4591 4.5775 -0.11 0.28 -1.66
C -3.6095 2.1511 3.1106 -0.92 0.10 -0.31
C 1.5163 -4.3447 1.2134 1.44 -0.78 -0.25
C 0.5943 3.2518 3.0365 -0.88 0.12 -0.78
C 2.2323 7.7310 -1.7537 0.95 1.19 -1.18
C -2.0082 5.7229 -1.6481 -1.13 0.07 -1.93
C -5.4516 0.8919 0.1613 0.74 -0.45 0.21
C -2.7439 3.6411 -0.4079 0.53 -0.77 -0.81
C 2.4241 -4.1495 -3.1583 0.68 -0.99 2.22
C -3.2465 1.6831 -5.4936 0.88 -0.54 1.24
C -3.4395 -5.8408 -1.8015 -0.37 -1.93 0.33
C 1.1402 4.4083 2.4003 1.39 -1.99 0.20
C 1.5582 5.7002 -1.1702 -0.27 -0.12 0.14
C -3.2724 3.3906 -1.8184 -0.54 -0.10 -0.72
C -4.6800 0.3512 4.0190 0.37 0.75 -0.05
C -3.9112 -6.2513 -3.0289 -0.90 -1.81 1.03
C 4.0308 1.6933 4.6476 -0.52 0.22 1.20
C 2.4393 -5.6461 1.2596 -0.15 1.04 1.00
C 5.4004 -0.2834 3.4217 0.00 0.11 -0.20
C -0.8430 0.4516 -0.4839 -0.54 0.07 -0.50
C -4.0329 -0.7957 -0.1338 0.39 -0.33 0.42
C 1.7497 5.6948 -2.5219 0.53 0.71 -0.36
C 0.3592 5.4257 2.7175 -1.30 2.69 -0.19
C -4.0937 0.5837 -5.4014 -1.52 -1.13 -0.12
C -3.4382 -0.4486 -4.7680 -1.59 -1.05 -0.35
C 5.5174 1.9069 4.6656 0.78 -0.71 0.35
H -3.2447 2.3703 -2.2007 0.08 -0.14 0.24
H 2.3361 -6.1733 0.3111 -0.18 -0.14 0.35
H -2.1013 -4.1315 -1.3092 0.15 -0.15 -0.02
H 4.0605 -4.7591 0.3333 0.32 0.27 -0.07
H 5.4402 -2.5731 -2.5615 0.12 0.08 -0.25
H -3.4924 2.6434 -5.9221 0.33 -0.01 0.24
H 5.7593 2.6926 3.9498 0.57 -0.77 -0.77
H 2.4803 0.7657 -0.3453 0.31 -0.63 -0.15
H 0.5428 2.0801 0.2309 -0.51 -0.05 0.03
H -1.0658 6.2357 -1.8401 0.46 -0.74 0.54
H -1.1087 -2.2023 2.1991 0.21 0.01 0.20
H 5.4119 -1.3638 3.5658 -0.05 0.15 -0.13
H 4.6831 -5.8880 1.4818 -0.11 0.24 0.77
H 1.7637 -3.5075 3.2014 0.11 -0.36 0.11
H -3.7917 -1.3983 -4.3946 -0.14 -0.04 -0.37
H 1.8011 -1.9477 -0.6929 0.15 0.23 0.08
H -3.5562 3.1158 2.6280 0.66 -0.12 0.16
H 0.4657 -4.5286 1.4379 0.15 -0.13 0.16
H 0.9766 2.2745 2.7814 -0.15 -0.26 0.67
H 1.6893 -0.7188 -2.0205 -0.21 -0.67 -0.38
H -4.2696 3.7670 -2.0468 -0.20 0.01 0.49
H 1.4297 0.1137 0.8617 0.27 -0.57 0.05
H 2.8878 -3.2348 -3.4972 0.03 -0.10 0.10
H -1.2426 0.3639 0.5264 -0.05 -0.20 -0.04
H -5.7514 2.2056 3.5473 -0.08 -0.11 0.10
H 0.5839 1.7356 -1.5021 -0.03 0.06 -0.09
H -3.1274 5.6097 0.2589 -0.38 0.43 -0.66
H 2.5426 7.2182 -3.8097 -0.22 0.05 0.34
H -3.2320 -3.5156 2.2829 0.14 0.11 0.17
H 2.7007 8.7033 -1.7939 -0.29 0.09 0.03
H -1.2845 1.8731 -4.5159 0.18 -0.33 -0.18
H 6.0265 2.2715 5.5577 -0.99 0.36 0.58
H 1.8664 -2.2457 2.0982 0.30 0.02 -0.69
H -1.8348 3.0496 -0.2996 -0.06 -0.26 0.15
H 2.0632 4.4314 1.8400 -0.09 0.12 -0.01
H -3.4358 3.3601 0.3861 -0.04 -0.13 -0.29
H 0.4218 -3.6588 -3.5218 -0.02 -0.27 -0.27
H 1.5669 -4.1212 0.1477 -0.08 0.86 0.04
H -5.1396 0.5946 -5.6706 0.05 -0.29 -0.21
H -5.9265 1.6793 0.7279 -0.13 -0.09 -0.21
H -4.3021 0.1986 1.7666 0.20 -0.34 -0.29
H -3.1821 -1.3762 0.1912 -0.22 -0.51 -0.32
H -1.6363 0.7743 -1.1583 -0.07 0.22 0.12
H -6.1745 1.0016 -1.8569 0.12 -0.20 -0.22
H -4.0815 -3.8324 4.7084 0.09 -0.15 -0.31
H 4.5863 0.0524 -5.7270 -0.12 -0.01 -0.02
H -0.3358 -1.6639 4.7777 -0.09 0.01 0.13
H 4.2009 1.5245 -3.5236 0.05 -0.16 -0.01
H 7.1713 0.5025 4.5014 -0.08 -0.47 0.07
H -5.3272 -0.3370 4.5424 -0.05 0.12 -0.27
H -2.9376 -0.8081 4.1233 0.30 0.09 -0.09
H -2.2820 -3.6509 -3.8567 -0.01 -0.08 -0.17
H -4.5508 -7.0657 -3.3354 0.03 -0.06 0.36
H -1.2893 3.0416 4.2104 -0.12 0.42 -0.11
H -2.2879 -2.5954 6.3454 -0.23 -0.33 -0.06
H -1.4670 5.5279 3.8277 0.34 0.08 -0.22
H 1.3005 4.8143 -0.6087 -0.26 0.18 0.09
H 4.6923 -0.3249 -1.5061 -0.15 0.39 0.05
H -3.5768 -5.5594 -4.9595 0.03 0.32 0.33
H -0.2846 -5.8323 -2.7462 0.17 -0.45 0.04
H -4.4761 -1.1959 -2.2509 0.00 0.25 0.09
H -1.6765 1.1732 3.0771 -0.02 -0.53 -0.03
H 1.5830 4.9126 -3.2477 0.08 0.09 0.07
H 5.7124 -0.0390 2.4063 0.13 0.07 0.11
H 1.8780 7.3918 0.3303 -0.23 -0.17 -0.04
H 3.4578 2.5793 4.3743 -0.16 -0.29 -0.27
H -1.4981 5.2805 0.3283 0.26 -0.62 0.21
H -1.6180 -0.5525 -3.7970 0.13 0.15 -0.13
H 3.8935 -5.2909 -1.9325 0.16 -0.02 -0.34
H 3.7310 1.3779 5.6469 -0.35 -0.13 -0.08
H 2.1706 -6.2764 2.1073 0.06 -0.13 -0.06
H 5.7278 -0.1734 5.3902 0.51 0.69 0.85
H -3.6293 -6.3508 -0.8687 -0.05 0.08 -0.05
H -2.7116 6.5096 -1.9209 -0.42 -0.25 -0.13
H 5.4116 -2.2966 -5.0116 -0.33 0.69 -0.59
H 0.4646 6.4665 2.4491 -0.17 -0.02 0.09
H 2.0251 -7.1178 -1.6751 -0.39 0.12 0.04
```
Positions in Å, forces in eV/Å.

## Properties
Multiplicity: 1
Strongest force on any atom: 3.93 eV/A
Gap between HOMO and LUMO: 7.832 eV
Lowest unoccupied orbital energy: 0.01652 hartree